Density functional theory data (ωB97M-V/def2-TZVPD) for a cluster of 4 separate species, H8O4 in total at a distorted geometry.

Cartesian coordinates (Å):
1 O 12.082112 -8.412638 -19.179287
2 H 12.662116 -8.024642 -18.551895
3 H 12.195849 -7.961938 -19.981204
4 O 9.466620 -8.822288 -19.433877
5 H 10.429125 -9.015341 -19.375380
6 H 9.097311 -9.727223 -19.486258
7 O 12.867698 -6.784143 -16.624093
8 H 13.329175 -6.086471 -17.104489
9 H 13.353227 -6.748311 -15.814175
10 O 11.720005 -9.155471 -15.471734
11 H 11.850839 -8.277310 -15.802258
12 H 11.674861 -9.063216 -14.514819

Force components x, y, z for each atom (eV/Å):
-0.6 -1.5 0.6
0.7 0.5 1.1
0.3 1.0 -1.7
0.2 -1.4 -0.2
-0.7 0.6 0.3
0.0 0.8 0.0
0.1 0.5 -0.8
-0.4 0.1 -0.4
0.4 -0.4 1.1
0.0 -0.8 0.5
-0.1 0.7 -0.5
-0.1 -0.1 -0.1

Properties
HOMO: -10.45 eV



Density functional theory data (ωB97M-V/def2-TZVPD) for a structure of composition C27H32N4O2SSe2Ti at a distorted geometry.

Cartesian coordinates (Å):
1 Ti -0.063004 0.220202 0.701464
2 Se -2.608160 -0.502966 1.911071
3 Se -1.126059 0.760785 3.919081
4 C -0.813123 2.280457 2.859508
5 C -1.131684 3.559603 3.332327
6 C -0.748725 4.670124 2.618483
7 C -0.043882 4.502000 1.426523
8 C 0.194821 3.228557 0.992291
9 N -0.197476 2.128392 1.672713
10 C -1.401358 -1.953316 1.957413
11 C -1.733149 -3.221622 2.413112
12 C -0.773895 -4.214964 2.375130
13 C 0.499476 -3.929243 1.882896
14 C 0.764955 -2.652647 1.460230
15 N -0.166429 -1.685537 1.506859
16 H -1.655963 3.640909 4.273925
17 H -0.983038 5.663855 2.980220
18 H 0.304158 5.346609 0.848491
19 H 0.729353 3.054923 0.068021
20 H -2.730686 -3.399314 2.786870
21 H -1.007768 -5.210738 2.730364
22 H 1.272536 -4.682960 1.840637
23 H 1.733817 -2.369783 1.074687
24 O 0.790268 -0.167762 -0.832641
25 C 1.255934 0.515267 -1.897634
26 C 2.504390 0.209034 -2.424476
27 C 2.981595 0.894123 -3.526466
28 C 2.218807 1.898407 -4.116799
29 C 0.979155 2.201424 -3.591040
30 C 0.479625 1.514589 -2.483291
31 C -0.834286 1.817731 -1.917243
32 N -1.264350 1.481548 -0.710822
33 C -2.536580 1.998596 -0.572062
34 C -2.879417 2.646157 -1.710476
35 N -1.794252 2.521995 -2.550296
36 H 3.084790 -0.573629 -1.952155
37 H 3.958708 0.651254 -3.924297
38 H 2.596137 2.443803 -4.971422
39 H 0.398624 3.000922 -4.038338
40 H -3.110721 1.870008 0.326408
41 H -3.777690 3.165925 -1.994776
42 H -1.734641 2.876319 -3.488977
43 O -1.639664 -1.328465 -0.745575
44 S -1.898347 -1.354982 -2.231849
45 C -3.275189 -2.526419 -2.451012
46 C -2.756891 -3.720669 -3.250973
47 C -1.297663 -3.896735 -2.838324
48 C -0.693377 -2.503518 -2.955652
49 H -4.116544 -2.006420 -2.905343
50 H -3.524702 -2.789472 -1.422090
51 H -2.813261 -3.510281 -4.321467
52 H -3.359040 -4.608573 -3.060508
53 H -0.772175 -4.618790 -3.462592
54 H -1.236322 -4.238741 -1.802305
55 H -0.547455 -2.205060 -3.996585
56 H 0.229792 -2.342227 -2.400468
57 C 3.762817 1.249996 2.936397
58 C 2.348130 0.662404 2.886356
59 C 2.311078 -0.648926 3.663089
60 C 1.926503 0.494627 1.426870
61 H 4.091782 1.390304 3.968681
62 H 3.811827 2.218193 2.431137
63 H 4.475156 0.578929 2.445476
64 H 1.682535 1.372574 3.381006
65 H 2.996477 -1.376796 3.213078
66 H 1.311324 -1.081086 3.693330
67 H 2.633018 -0.490540 4.694791
68 H 2.509998 -0.317476 0.979004
69 H 2.209358 1.399081 0.869990

Force components x, y, z for each atom (eV/Å):
-0.7 0.3 0.2
0.3 0.1 -0.1
0.0 0.0 0.1
0.2 0.0 -0.1
0.0 0.0 0.1
0.0 0.1 0.1
0.0 0.2 0.0
0.0 -0.3 0.1
-0.2 0.5 0.1
0.0 0.0 0.0
0.0 -0.1 0.0
0.0 0.0 0.0
-0.1 -0.1 0.1
-0.1 0.2 -0.1
0.1 -0.4 0.2
0.0 0.0 0.0
0.0 0.0 0.0
0.0 0.0 0.0
0.0 0.0 -0.1
0.0 0.0 0.0
0.0 0.0 0.0
0.0 0.0 0.0
0.0 0.0 0.0
0.6 0.2 -1.0
0.0 -0.3 0.3
0.2 -0.1 0.0
0.0 0.0 0.0
0.0 0.0 0.0
-0.1 0.1 -0.1
-0.3 0.2 0.0
0.0 0.0 0.0
0.2 -0.1 0.2
0.1 -0.1 0.0
0.1 0.0 -0.1
-0.1 0.2 -0.1
0.0 0.0 0.0
0.0 0.0 0.0
0.0 0.0 0.0
0.0 0.0 0.0
0.0 0.0 0.0
0.1 0.0 0.0
0.0 0.0 0.0
-0.1 -0.3 -0.2
0.1 0.2 0.2
0.0 0.0 0.0
0.0 0.0 0.0
0.0 0.0 0.0
0.0 0.0 0.0
0.0 0.0 0.0
0.0 0.0 0.0
0.0 0.0 0.0
0.0 0.0 0.0
0.0 0.0 0.0
0.0 0.0 0.0
0.0 0.0 0.0
0.0 0.0 0.0
0.0 0.0 0.0
0.1 0.1 -0.1
0.1 0.0 0.0
-0.2 -0.1 0.2
0.0 0.0 0.0
0.0 0.0 0.0
0.0 0.0 0.0
0.0 0.0 0.0
0.0 0.0 0.0
0.0 0.0 0.0
0.0 0.0 0.0
0.0 -0.1 0.0
-0.1 0.0 -0.1

Properties
multiplicity: 2
HOMO (spin up / spin down): -9.00 / -10.42 eV
total charge: +1



Density functional theory data (ωB97M-V/def2-TZVPD) for a structure of composition C25H29N5O7S.

Cartesian coordinates (Å):
1 C -6.788467 -1.279020 1.585414
2 H -7.833690 -0.990734 1.486223
3 O -6.047335 -0.190100 1.093801
4 C -4.693221 -0.291091 1.071872
5 C -3.963779 -1.377660 1.520279
6 C -2.580028 -1.387612 1.427476
7 C -1.905398 -0.319428 0.868892
8 C -2.627610 0.800492 0.456664
9 C -4.006004 0.828972 0.549445
10 O -4.791167 1.869985 0.162837
11 C -4.168333 3.037977 -0.310262
12 H -3.495544 3.468224 0.438852
13 H -4.976615 3.738694 -0.513040
14 H -3.611834 2.853915 -1.236019
15 H -2.096813 1.653728 0.066347
16 C -0.400829 -0.364729 0.733031
17 N 0.039255 -0.721311 -0.604808
18 C 1.321497 -1.074278 -0.912778
19 O 1.636623 -1.275216 -2.089539
20 C 2.349997 -1.185573 0.108609
21 C 3.687048 -1.466279 -0.223282
22 N 4.193996 -1.621425 -1.449071
23 H 3.543656 -1.668977 -2.220589
24 H 5.167436 -1.886592 -1.514070
25 C 4.480970 -1.526864 0.965163
26 N 3.824944 -1.325991 2.088783
27 S 2.258493 -1.045107 1.845418
28 C 5.930038 -1.802982 0.960823
29 O 6.561475 -1.985615 -0.069151
30 N 6.484997 -1.831763 2.187198
31 H 7.467642 -2.019701 2.287716
32 H 5.905395 -1.676944 2.994122
33 C -0.910246 -0.682723 -1.706000
34 C -2.000245 -1.694069 -1.569034
35 C -3.329288 -1.622264 -1.868554
36 C -3.869038 -2.895888 -1.567255
37 C -2.829833 -3.642118 -1.109955
38 O -1.693417 -2.925029 -1.114988
39 H -2.767294 -4.655497 -0.766833
40 H -4.887636 -3.205376 -1.679488
41 H -3.858331 -0.772690 -2.247211
42 H -1.362478 0.308114 -1.800838
43 H -0.319906 -0.891787 -2.607267
44 H -0.051358 -1.126111 1.441432
45 C 0.159616 0.991843 1.207405
46 O 0.218690 1.271931 2.385618
47 N 0.504249 1.837020 0.219371
48 H 0.535154 1.527443 -0.741450
49 C 1.088289 3.134479 0.453465
50 H 1.200498 3.263629 1.531541
51 H 0.419850 3.907949 0.060151
52 C 2.447472 3.245194 -0.250248
53 C 3.528657 2.336444 0.341334
54 H 4.085336 2.827930 1.135213
55 H 3.070231 1.432542 0.743187
56 C 4.381431 2.010025 -0.881240
57 H 4.926719 1.074353 -0.788370
58 C 3.329639 1.957764 -1.988501
59 H 3.717082 2.270970 -2.960924
60 O 2.296132 2.861020 -1.613119
61 H 2.910915 0.949011 -2.088854
62 H 5.089700 2.817375 -1.070950
63 H 2.770535 4.297107 -0.218610
64 H -2.034507 -2.249626 1.779609
65 H -4.461800 -2.233968 1.944553
66 H -6.605068 -2.186691 1.000884
67 H -6.566545 -1.475279 2.639542

Force components x, y, z for each atom (eV/Å):
-0.1 -0.2 0.1
0.1 -0.1 0.0
0.3 0.3 -0.1
0.0 0.1 0.0
-0.3 0.1 0.0
0.2 0.2 -0.1
-0.2 -0.2 0.3
-0.2 0.1 0.1
-0.1 0.0 0.0
-0.1 -0.4 0.2
0.1 0.2 -0.1
0.0 0.0 0.0
0.1 0.0 0.0
0.0 0.0 0.0
0.0 0.1 -0.1
0.1 0.1 0.4
-0.2 0.0 -0.2
-0.1 0.0 -0.4
0.1 -0.1 0.0
0.6 -0.2 0.6
-0.6 0.2 0.2
0.2 -0.1 -0.5
0.1 0.0 0.1
-0.1 0.0 0.0
-0.8 0.1 0.0
0.4 -0.1 0.0
0.3 -0.2 -0.4
0.4 0.0 0.4
0.0 0.0 -0.2
0.1 0.0 0.2
-0.1 0.0 -0.1
0.0 0.0 0.0
0.1 -0.4 -0.4
-0.7 0.6 -0.4
0.7 0.1 0.0
0.3 -0.4 0.1
-0.9 -0.2 -0.1
0.6 0.1 0.0
0.1 -0.1 0.1
-0.2 -0.1 0.0
-0.1 0.3 -0.1
0.0 -0.1 0.0
-0.2 0.2 0.2
-0.1 0.2 -0.1
-0.1 -0.1 -0.1
-0.1 0.0 0.3
0.2 0.2 -0.5
0.0 -0.1 0.1
0.2 0.3 -0.2
0.0 0.1 -0.1
0.1 0.0 0.1
-0.1 0.1 0.5
-0.1 0.1 -0.2
0.0 0.0 0.1
0.0 0.0 0.0
-0.2 0.1 -0.1
0.1 0.0 0.0
0.3 -0.3 -0.2
0.0 -0.1 0.0
-0.3 0.1 0.1
0.1 0.1 0.0
0.1 0.0 0.0
-0.1 -0.1 0.0
0.1 -0.1 0.0
-0.1 -0.1 0.0
0.0 0.0 0.0
0.0 0.0 0.0

Properties
HOMO: -8.13 eV



Density functional theory data (ωB97M-V/def2-TZVPD) for a cluster of 2 separate species, C4H13O2PSi in total at a distorted geometry.

Cartesian coordinates (Å):
1 C 1.526632 -0.401400 2.584320
2 Si 1.334563 0.833557 1.131102
3 C -0.259229 1.774807 1.367165
4 O 2.265186 1.011087 -0.032448
5 H 2.608720 -0.765282 2.467305
6 H 1.396791 0.006282 3.658214
7 H 0.874896 -1.353929 2.453975
8 H -0.214508 2.773261 0.933445
9 H -0.953081 1.299328 0.764821
10 H -0.494852 2.033540 2.390192
11 C -1.115425 0.355075 -1.941626
12 O -0.249587 -0.333215 -1.001084
13 P -0.611488 -1.972377 -0.863416
14 C 1.141756 -2.539718 -1.111892
15 H -0.830255 -0.094363 -2.849032
16 H -0.754470 1.347202 -1.944518
17 H -2.133853 0.120835 -1.646313
18 H -0.436521 -2.095874 0.550255
19 H 1.376539 -1.879325 -1.962183
20 H 0.910062 -3.560087 -1.523208
21 H 1.688389 -2.339404 -0.219126

Force components x, y, z for each atom (eV/Å):
1.0 -1.1 0.2
-1.7 -0.4 1.7
2.1 2.0 0.5
1.1 0.1 -0.6
-1.4 0.4 0.4
0.1 -0.5 -1.9
0.9 1.7 0.2
0.5 0.1 -0.4
-1.9 -1.3 -0.5
-0.5 -0.8 0.4
1.0 -1.6 1.5
-0.7 -0.4 0.8
1.1 0.7 0.6
-2.6 -0.3 -2.1
-0.4 -0.3 -1.7
-0.3 1.3 0.1
-0.3 0.7 -0.4
-0.6 0.2 0.0
0.7 -0.4 0.4
1.3 0.5 0.8
0.8 -0.5 0.2

Properties
HOMO: -9.48 eV



Number 1: electronic energy -8319.6083 eV. Number 2: electronic energy -203213.7447 eV. Number 3: electronic energy -59014.4378 eV. Number 4: electronic energy -25619.3005 eV.